# 1
Computed, not measured: a structure of composition C15H16AsN3O10SSc at a distorted geometry, with ωB97M-V/def2-TZVPD.

Output
- Energy relative to the best compared isomer or geometry (same formula, charge and spin): 1.4 kcal per mole
- M: 550.25 g/mol
- Gap between HOMO and LUMO: 0.270 Eh
- Calculated total energy: -133144.095 eV
- Net charge: -1

Each line ends with the natural charge from an NBO analysis.
Positions of all 47 atoms, in Å:
O (-4.705723, -5.332048, -0.775794)  -0.751
O (-4.500260, -5.205475, 1.478095)  -0.733
H (5.122706, -1.216928, -3.250602)  0.238
C (-4.259331, -4.880281, 0.300052)  0.721
C (-0.333441, 2.931357, -0.179737)  -0.224
H (-2.174891, 0.922938, -0.064189)  0.393
N (-1.257325, -1.832532, -0.216519)  -0.521
O (2.824868, -0.684329, -3.878498)  -1.035
H (6.887038, -3.531265, -0.113521)  0.216
C (5.011784, -2.610352, 0.356765)  -0.198
Sc (0.347956, -0.291997, -0.049649)  1.602
O (-1.808395, -1.197426, 3.225269)  -0.590
N (-1.593175, 0.991913, -0.894478)  -0.815
H (6.961547, -2.624350, -2.404413)  0.214
C (-1.300135, 2.393844, -1.209400)  -0.223
O (1.030528, -0.604559, -1.904910)  -1.162
O (1.477027, -2.108147, 0.540908)  -0.940
C (3.985264, -1.811185, -0.118322)  -0.246
O (3.119358, -1.606477, 2.324466)  -0.916
C (6.080316, -2.907287, -0.476648)  -0.203
H (-2.199195, 3.015019, -1.239849)  0.184
C (-1.836528, -2.025389, 0.986223)  0.080
H (-0.815961, 2.953064, 0.799311)  0.201
H (-3.210467, -3.154724, 2.178147)  0.268
H (1.979736, -1.068868, -4.140807)  0.501
N (0.812965, 2.028380, -0.111187)  -0.858
O (2.411815, 0.037758, 0.602234)  -0.985
H (-2.826709, -4.260329, -1.918952)  0.248
H (-2.093280, 0.531097, -1.645534)  0.392
S (2.685983, -1.384045, 0.986964)  2.415
O (2.946555, 1.463324, -2.130828)  -1.156
H (1.388073, 2.192990, 0.708288)  0.404
C (5.087730, -1.597858, -2.240428)  -0.181
C (4.005398, -1.293506, -1.424589)  -0.417
H (-0.049694, 3.954880, -0.436807)  0.188
C (6.119840, -2.397612, -1.761546)  -0.201
H (4.971514, -2.972439, 1.374613)  0.245
H (-0.836272, 2.427095, -2.197319)  0.200
As (2.656385, -0.147221, -2.229910)  2.457
C (-2.773560, -3.011699, 1.200746)  -0.189
H (1.449027, 2.116414, -0.913654)  0.439
O (-0.592402, -0.117797, 1.668293)  -0.809
H (-1.052327, -2.475568, -2.152795)  0.201
C (-1.405329, -1.071990, 2.098969)  0.769
C (-2.534068, -3.634209, -1.087540)  -0.223
C (-1.579197, -2.648091, -1.221720)  0.037
C (-3.160173, -3.824933, 0.138123)  -0.037

Cartesian forces (eV/Å) of the 6 atoms listed first:
O -0.053 0.243 0.119
O -0.121 0.269 -0.150
H -0.004 0.001 -0.034
C 0.067 -0.921 0.043
C 0.142 -0.007 0.028
H 0.002 -0.004 -0.002

---

# 2
Computed, not measured: an isolated molecule of C5H9N3S at a distorted geometry, with ωB97M-V/def2-TZVPD.

Output
- Energy relative to the best compared isomer or geometry (same formula, charge and spin): 42.4 kcal per mole
- SMILES: Cc1nn(C)n(C)c1=S
- M: 143.22 g/mol
- Gap between HOMO and LUMO: 0.301 Eh
- Calculated total energy: -20633.955 eV

Each line ends with the natural charge from an NBO analysis.
Positions of all 18 atoms, in Å:
C (-0.255160, -0.163086, 2.371165)  -0.446
H (2.345452, 2.470060, -1.402842)  0.219
C (1.588271, 1.661000, -1.739794)  -0.630
H (-0.455483, -1.140229, 2.657972)  0.224
H (-1.045344, -2.547122, -0.015157)  0.219
H (-1.037763, 0.316843, 2.917923)  0.205
S (-0.167950, -0.693072, -2.741266)  -0.318
C (-1.543712, -1.605053, -0.053152)  -0.425
N (-0.517934, -0.633899, -0.016309)  -0.162
C (0.149536, -0.241089, -1.129384)  0.023
H (2.025642, 0.953462, -2.306030)  0.237
H (-1.925363, -1.351629, -1.025783)  0.265
N (-0.094510, 0.155637, 1.028626)  -0.020
C (0.893877, 0.875586, -0.681119)  0.096
N (0.735562, 1.101207, 0.607668)  -0.175
H (0.882566, 2.148628, -2.359473)  0.236
H (0.546762, 0.093076, 3.018102)  0.240
H (-2.124448, -1.400320, 0.868852)  0.210

Cartesian forces (eV/Å) of the 6 atoms listed first:
C -0.515 0.782 2.403
H -1.222 -1.550 -0.210
C 0.739 3.270 3.357
H -0.093 -2.411 -0.626
H -0.258 -1.087 -0.137
H -1.213 1.057 -0.363

---

# 3
Computed, not measured: a structure of composition C50H47N8PPt, with ωB97M-V/def2-TZVPD.

Output
- Energy relative to the best compared isomer or geometry (same formula, charge and spin): 0.0 kcal per mole
- M: 986.03 g/mol
- Gap between HOMO and LUMO: 0.307 Eh
- Calculated total energy: -77061.266 eV
- Net charge: +2

Each line ends with the Löwdin charge.
Positions of all 107 atoms, in Å:
C (-2.220686, 6.711297, -2.171531)  -0.052
C (7.610552, -2.832859, -0.862354)  -0.058
C (2.724780, -1.031969, -0.574232)  -0.155
C (-1.680470, 1.427315, -2.589796)  -0.070
H (-4.720930, 1.125979, -4.056989)  0.114
H (0.235335, -2.658991, -0.962601)  0.066
H (-0.354781, -2.821897, 5.666540)  0.117
C (5.250225, -1.457675, -0.324551)  -0.177
H (-1.537787, 5.981875, 1.554407)  0.109
H (1.046347, 5.775860, 0.864489)  0.108
C (0.989517, 4.911203, 1.519007)  0.000
C (3.967284, -0.783148, -0.053315)  -0.095
C (-3.014692, -1.634854, 3.504058)  -0.029
H (2.576899, -5.376208, -2.184743)  0.115
C (-3.963961, 1.449167, -3.354411)  -0.062
C (2.505019, 0.625639, 0.837252)  -0.411
H (5.797521, -1.674621, 1.747391)  0.115
C (-1.676058, -1.874970, 3.202419)  -0.199
Pt (-0.260873, -0.250266, -0.040335)  1.146
N (-2.351846, -0.367408, -0.002243)  -0.042
C (-1.779888, -2.329704, -1.278895)  -0.210
H (1.344799, -0.633933, -2.837000)  0.107
N (-0.031674, -0.167320, 2.442927)  0.057
C (2.689848, -3.387278, -1.393269)  -0.030
N (0.305005, 3.822475, 0.817208)  -0.036
C (5.609657, -1.749730, -1.639731)  -0.023
H (5.830259, 0.729450, 1.041587)  0.098
H (-2.417093, 6.913600, -3.216097)  0.114
H (1.267549, -4.705667, -4.172115)  0.114
C (6.783723, -2.436290, -1.905322)  -0.052
N (-0.552181, -2.251276, -0.467150)  -0.068
H (-3.111213, 8.538374, -1.484282)  0.114
H (-2.383371, 0.356120, -4.310019)  0.112
C (-1.580203, 5.537691, -1.808370)  -0.025
C (2.299756, -4.339792, -2.326846)  -0.053
H (-1.941922, -5.125617, 2.245715)  0.113
C (1.561584, -3.963247, -3.441780)  -0.061
H (-3.085794, -2.299310, 0.417282)  0.107
C (6.083338, -1.860565, 0.718531)  -0.041
C (-1.471312, -1.490236, 8.573921)  -0.062
C (-0.990197, 0.238797, 6.975410)  -0.042
H (-3.774710, -1.584027, -1.042306)  0.134
H (-5.000191, -2.447879, 3.584713)  0.114
C (-0.610646, -0.722301, 6.037262)  -0.171
C (-0.218077, -0.336848, 4.669001)  -0.094
C (-0.714047, 3.970574, -0.096210)  -0.094
C (1.503552, 1.418992, 5.298627)  -0.005
H (4.969756, -1.429762, -2.453092)  0.123
C (-0.653534, -0.833112, 3.454138)  -0.185
C (-2.335073, 7.368891, 0.136932)  -0.057
C (-2.603393, 7.626259, -1.199481)  -0.058
H (4.724033, 2.044583, 1.455593)  0.085
H (-2.037104, -3.359136, -1.535289)  0.136
C (2.335192, -2.051171, -1.566817)  -0.224
N (0.703230, 0.638256, 4.354211)  -0.042
P (1.846864, 1.820041, 2.050282)  1.192
H (1.424034, 0.968250, 6.282162)  0.093
C (-4.298420, 2.319021, -2.324200)  -0.052
H (4.931046, 0.677130, 2.566265)  0.099
C (1.595621, -1.677177, -2.689629)  -0.064
H (-1.618589, -1.772356, -2.200774)  0.109
C (-2.651564, 1.009038, -3.488079)  -0.068
H (7.054942, -2.659080, -2.928842)  0.114
C (-1.322613, 5.263560, -0.465506)  -0.175
C (-0.989067, 2.712593, -0.567871)  -0.149
C (7.260906, -2.542273, 0.448688)  -0.058
H (8.523392, -3.374726, -1.071775)  0.114
H (1.994055, 4.592294, 1.779627)  0.069
N (3.808876, 0.268966, 0.818622)  -0.039
C (-3.325377, 2.746992, -1.430036)  -0.032
H (-0.989446, 1.288798, 6.705351)  0.116
C (-2.247022, -4.140399, 2.575735)  -0.074
C (1.211705, -2.629491, -3.623197)  -0.067
H (-1.693419, 0.608829, 8.964376)  0.113
H (-2.643859, -0.188123, 0.954534)  0.102
H (-3.308309, -0.666318, 3.893013)  0.125
H (-1.816943, -1.790044, 9.554456)  0.113
C (-2.010439, 2.298078, -1.551754)  -0.226
H (-5.317691, 2.666348, -2.215288)  0.115
H (1.150227, 2.447592, 5.350501)  0.099
H (0.656366, -2.330882, -4.503668)  0.113
C (-1.700346, 6.191038, 0.504388)  -0.038
H (-0.651909, 1.120157, -2.720709)  0.098
C (-1.095239, -2.451618, 7.645408)  -0.056
C (-2.861469, -1.686838, -0.458120)  -0.178
C (-3.583007, -3.887463, 2.865597)  -0.071
H (-1.270717, 4.831281, -2.568691)  0.123
H (-2.709165, 0.382863, -0.589365)  0.066
C (-3.964365, -2.636904, 3.334321)  -0.058
H (7.902028, -2.851601, 1.263469)  0.113
C (-0.663809, -2.071063, 6.383702)  -0.019
H (2.546695, 1.416621, 4.991869)  0.083
C (-1.411035, -0.144288, 8.240288)  -0.061
C (0.773368, 0.698793, 2.990001)  -0.454
N (1.821126, -0.158720, 0.002033)  -0.032
H (-0.680227, -2.764601, 0.404220)  0.080
H (-1.132049, -3.501267, 7.906482)  0.113
C (0.617700, 2.511514, 0.904060)  -0.418
H (3.265575, -3.680535, -0.523536)  0.128
H (-2.624266, 8.082241, 0.897159)  0.113
H (0.458466, 5.183463, 2.428220)  0.098
H (-4.320714, -4.669972, 2.743793)  0.114
C (-1.299256, -3.139450, 2.747460)  -0.069
C (4.887267, 0.972662, 1.519491)  -0.004
H (-3.588274, 3.420855, -0.623092)  0.128
N (-0.153124, 1.814035, 0.077464)  -0.040
H (-0.245285, -3.349793, 2.588149)  0.122

Cartesian forces (eV/Å) of the 6 atoms listed first:
C 0.015 -0.019 0.005
C -0.022 -0.013 -0.013
C -0.304 0.031 0.091
C 0.045 0.200 -0.230
H 0.015 -0.001 0.005
H 0.058 -0.076 -0.022

---

# 4
Computed, not measured: an isolated molecule of C3H7N3 at a distorted geometry, with ωB97M-V/def2-TZVPD.

Output
- Energy relative to the best compared isomer or geometry (same formula, charge and spin): 62.8 kcal per mole
- SMILES: [H]/N=C(N)\C=N/C
- M: 85.11 g/mol
- Gap between HOMO and LUMO (spin up / spin down): 0.300 / 0.300 Eh
- Calculated total energy: -7691.957 eV

Each line ends with the natural charge from an NBO analysis.
Positions of all 13 atoms, in Å:
H (-2.666803, -1.257487, -0.382417)  0.201
N (-1.368375, 0.231018, 0.139882)  -0.362
H (-0.438580, 0.824910, 1.875010)  0.166
N (0.919190, 0.199849, -1.082780)  -0.746
H (2.124564, 0.651030, 1.874703)  0.394
C (-1.680609, -0.899427, -0.692857)  -0.434
H (-0.958032, -1.720214, -0.642629)  0.200
C (-0.310376, 0.347271, 0.907748)  0.050
H (-1.773517, -0.561152, -1.727468)  0.200
C (0.927849, 0.496647, 0.204792)  0.353
H (0.160945, 0.563900, -1.645045)  0.354
N (2.117979, 0.577581, 0.871891)  -0.792
H (2.945766, 0.546074, 0.299170)  0.415

Cartesian forces (eV/Å) of the 6 atoms listed first:
H 0.084 0.005 -0.041
N -0.108 -1.564 4.202
H -0.064 0.289 0.237
N 2.066 1.678 1.013
H 0.333 -0.135 -0.168
C 0.183 0.589 -1.128

---

# 5
Computed, not measured: a structure of composition C19H27CrN5O2S, with ωB97M-V/def2-TZVPD.

Output
- Energy relative to the best compared isomer or geometry (same formula, charge and spin): 0.4 kcal per mole
- M: 441.52 g/mol
- Gap between HOMO and LUMO (spin up / spin down): 0.279 / 0.327 Eh
- Calculated total energy: -70931.343 eV
- Multiplicity: 5
- Net charge: +2

Each line ends with the Löwdin spin population.
Positions of all 55 atoms, in Å:
H (-1.408142, 3.586811, 4.561721)  0.001
H (-3.182673, -4.626167, 2.202082)  0.001
C (-1.654031, -1.863634, 2.074576)  -0.001
H (-1.240322, -4.603850, 0.143244)  0.000
C (-1.210302, 3.235324, 1.777532)  -0.001
H (-2.041942, -1.571650, 3.038258)  0.000
C (1.393573, 1.155207, -3.687015)  0.006
C (-2.275048, -4.231626, 2.670264)  0.002
C (-1.768994, -0.066797, -2.817370)  0.046
H (-2.070846, -4.035959, 4.609855)  0.000
H (-1.581465, -5.070479, 2.768041)  0.000
N (-2.667425, -0.206876, -3.526643)  0.013
C (2.053110, 2.618561, -1.760376)  0.005
C (-2.222182, 3.038398, 4.073354)  0.002
H (2.494165, 3.294546, -2.499134)  0.000
N (-0.688078, 1.310290, 0.458956)  0.006
H (0.257474, 2.456721, -2.650459)  0.004
C (2.423060, -1.789634, -1.630417)  0.006
H (2.995786, -2.463341, -2.274779)  0.000
N (0.993945, 1.798277, -2.407428)  0.008
C (-1.215649, -3.573511, 0.473414)  -0.002
O (-2.615643, -3.664800, 3.910240)  0.000
C (3.399914, -0.951391, -0.811822)  0.004
O (-2.722345, 2.006386, 4.887050)  0.000
Cr (0.119604, 0.228001, -1.217690)  3.761
H (-2.996983, 3.767070, 3.809793)  0.000
S (2.673015, 0.488933, 0.024181)  0.048
H (-3.067636, 2.375743, 5.705992)  0.000
H (-1.217083, 4.314559, 1.855334)  0.000
H (1.991402, 1.835619, -4.298926)  0.000
H (4.247690, -0.603783, -1.399572)  0.000
H (-2.049228, 0.424929, 3.406857)  0.000
H (3.719061, 2.573631, -0.446401)  0.000
H (0.893448, -1.650762, -2.949331)  0.004
C (-0.711022, -2.598131, -0.355108)  0.012
N (-0.650887, -1.302819, -0.014162)  0.002
H (0.475292, 0.943579, -4.236622)  0.001
C (-1.662884, 1.057172, 2.623399)  -0.001
C (-1.688730, 2.432658, 2.806970)  0.009
H (1.833083, -2.406869, -0.955744)  0.001
H (2.276149, -0.670388, -4.393902)  0.000
H (-0.369836, 3.244799, -0.183953)  0.001
C (-1.147408, -0.936208, 1.181677)  0.011
C (3.184828, 1.858606, -1.070848)  0.004
N (1.468853, -0.985611, -2.438895)  0.010
H (3.159766, 0.076905, -3.091651)  0.000
H (3.913990, 1.469913, -1.777825)  0.000
H (3.817294, -1.584677, -0.029984)  0.000
C (-1.688758, -3.206044, 1.731057)  0.011
H (1.557533, 3.241166, -1.017894)  0.000
C (-0.727900, 2.635770, 0.635016)  0.011
C (2.157877, -0.136361, -3.449878)  0.004
C (-1.162519, 0.529389, 1.447496)  0.009
H (-3.449746, -0.338552, -4.142800)  0.001
H (-0.344202, -2.859047, -1.339730)  0.001

Cartesian forces (eV/Å) of the 6 atoms listed first:
H 0.008 -0.001 0.003
H -0.002 -0.019 0.001
C -0.022 -0.038 0.045
H 0.000 0.007 -0.013
C 0.023 -0.010 -0.012
H 0.001 0.003 -0.004

---

# 6
Computed, not measured: the ion C3H9N2S with charge +1 at a distorted geometry, with ωB97M-V/def2-TZVPD.

Output
- Energy relative to the best compared isomer or geometry (same formula, charge and spin): 15.1 kcal per mole
- SMILES: C[C@H](S)C(N)=[NH2+]
- M: 105.19 g/mol
- Gap between HOMO and LUMO: 0.369 Eh
- Calculated total energy: -17065.513 eV
- Net charge: +1

Each line ends with the natural charge from an NBO analysis.
Positions of all 15 atoms, in Å:
H (0.825985, -0.304975, -1.731377)  0.459
H (1.812475, 2.287631, 0.594044)  0.426
H (-2.473570, 0.242970, 1.415830)  0.120
N (0.970748, 1.721114, 0.783146)  -0.710
C (-0.733507, -1.360148, -0.737562)  -0.665
H (-0.400967, -0.454450, 1.316379)  0.268
H (-1.677019, -2.006947, -0.346514)  0.293
N (1.260736, 0.553010, -1.220186)  -0.728
S (-2.071932, 0.947411, 0.470285)  0.029
H (0.178536, -2.030030, -0.812818)  0.238
C (0.693800, 0.779902, -0.059519)  0.545
H (2.095680, 1.101391, -1.502001)  0.438
C (-0.517912, -0.144172, 0.197073)  -0.378
H (0.322294, 1.975667, 1.483707)  0.448
H (-0.831467, -0.933987, -1.753388)  0.215

Cartesian forces (eV/Å) of the 6 atoms listed first:
H 1.835 2.351 0.751
H -0.927 -0.147 0.557
H -1.089 -1.741 2.413
N 2.439 0.741 -1.014
C -0.411 -0.597 0.659
H 0.180 0.083 -2.102

---

> Among the records above, which one has the highest M?

C50H47N8PPt

---

> Among the records above, which one has the lowest energy relative to the best compared isomer or geometry (same formula, charge and spin)?

C50H47N8PPt

---

> Look up the M of the third one.

986.03 g/mol